The following is a quantum chemistry calculation of a cluster of 2 separate species, C4H9NO in total in a non-equilibrium geometry, from the Open Molecules 2025 dataset.

The geometry in ORCA input format:
```
! wB97M-V def2-TZVPD RIJCOSX def2/J DEFGRID3
* xyz 0 1
H 1.662 0.322 -1.004
H -1.391 -0.382 -1.802
C 2.346 0.732 -0.110
N -0.430 -1.407 -0.361
H 2.401 0.070 0.770
H 1.961 1.714 0.198
H -2.545 1.181 -0.229
O 0.816 -2.023 1.546
C 0.208 -1.637 0.618
H -1.860 0.373 1.183
H 3.368 0.927 -0.457
H -0.808 1.228 0.047
C -1.695 0.598 0.125
C -1.530 -0.610 -0.745
H -2.421 -1.232 -0.671
*
```

Results
- Frontier orbital gap: 11.056 eV
- LUMO energy: 0.0314 Ha
- Relative energy (zero: lowest compared OMol25 entry of this formula, charge and spin): 109.86 kJ/mol
- E_HOMO: -10.20 eV

***

The following is a quantum chemistry calculation of the ion C7H12N3O with charge +1 in a non-equilibrium geometry, from the Open Molecules 2025 dataset.

The geometry in ORCA input format:
```
! wB97M-V def2-TZVPD RIJCOSX def2/J DEFGRID3
* xyz 1 1
C 0.077 0.613 -0.230
C 0.913 -0.629 -0.304
O -1.983 1.101 2.504
H 1.448 -2.699 0.691
H 3.110 -1.190 0.142
C 1.113 -1.665 0.892
H -2.235 -1.878 -1.281
N -0.261 1.009 1.104
C 0.471 1.791 -1.095
C 2.179 -0.685 0.528
H 2.409 0.322 0.874
H 1.357 2.328 -0.718
H -1.055 -1.150 -2.300
H 0.832 1.391 -1.968
N -1.737 -1.041 -1.566
N -2.150 0.048 0.497
H -0.370 2.416 -1.396
H 1.064 -0.846 -1.353
C -1.489 -0.131 -0.670
H 0.366 1.640 1.579
H -3.076 -0.204 0.870
H 0.515 -1.398 1.767
C -1.500 0.857 1.433
*
```

Results
- Frontier orbital gap: 9.907 eV
- LUMO energy: -0.1591 Ha
- Relative energy (zero: lowest compared OMol25 entry of this formula, charge and spin): 179.81 kJ/mol
- E_HOMO: -14.24 eV

***

The following is a quantum chemistry calculation of a structure of composition C15H13ClN2O2ReS in a non-equilibrium geometry, from the Open Molecules 2025 dataset.

The geometry in ORCA input format:
```
! wB97M-V def2-TZVPD RIJCOSX def2/J DEFGRID3
* xyz 2 4
H -0.598 -3.793 1.720
C 0.068 1.784 2.092
C 0.376 -0.227 -3.147
C -1.375 0.959 -0.661
N -0.452 -2.985 1.131
H -0.364 -3.096 0.123
H 1.586 1.382 -3.849
C -0.716 -2.019 -2.137
C -0.319 0.688 4.667
H -1.501 -2.688 -1.806
S -0.550 -1.869 3.529
H 0.228 3.675 3.110
N -0.159 -0.603 1.251
Cl -1.283 2.591 -3.304
C -0.121 2.066 4.505
H -0.468 0.229 5.642
C 0.706 -2.206 -1.957
H 0.606 0.569 -5.124
C -0.363 -1.813 1.775
C 0.073 2.602 3.227
H 0.217 2.206 1.098
C 0.643 0.888 -4.077
H -0.115 2.720 5.379
C 1.733 0.707 -0.593
Re 0.114 -0.310 -1.055
C 1.375 -1.106 -2.577
C -0.915 -0.800 -2.854
H 1.189 -3.044 -1.468
O 2.717 1.255 -0.277
H -0.206 1.694 -3.920
H -1.854 -0.380 -3.201
H 2.445 -0.974 -2.700
O -2.266 1.629 -0.323
C -0.130 0.402 2.242
C -0.322 -0.129 3.540
*
```

Results
- Frontier orbital gap (alpha / beta): 7.598 / 4.562 eV
- LUMO energy (alpha / beta): -0.2727 / -0.3813 Ha
- Expectation value of S²: 3.77
- E_HOMO (alpha / beta): -15.02 / -14.94 eV

***

The following is a quantum chemistry calculation of a cluster of 2 separate species, C6H15N2 in total, from the Open Molecules 2025 dataset.

The geometry in ORCA input format:
```
! wB97M-V def2-TZVPD RIJCOSX def2/J DEFGRID3
* xyz 1 1
C 0.111 1.844 -1.436
C -1.652 0.769 -0.118
H 1.809 -0.510 1.740
C 0.652 -1.970 0.845
H -2.375 1.224 -0.785
H 1.487 -3.383 -0.327
N 1.536 -2.399 -0.119
H -1.110 -1.119 2.617
H 2.478 -2.044 -0.062
H -1.420 1.862 -2.956
H -0.155 2.862 -1.149
H -0.282 -2.522 0.851
C -0.425 1.460 -2.796
H -1.922 0.146 0.725
C -0.180 -0.568 2.740
H 1.192 1.772 -1.356
H -0.409 0.385 -2.925
H 0.206 -0.753 3.740
N -0.426 0.961 -0.358
C 0.821 -0.953 1.693
H -0.414 0.496 2.724
H 0.212 1.886 -3.569
H 0.266 0.555 0.283
*
```

Results
- Frontier orbital gap: 7.252 eV
- LUMO energy: -0.1677 Ha
- Relative energy (zero: lowest compared OMol25 entry of this formula, charge and spin): 182.91 kJ/mol
- E_HOMO: -11.82 eV

***

The following is a quantum chemistry calculation of the ion C6H11N with charge -1 in a non-equilibrium geometry, from the Open Molecules 2025 dataset.

The geometry in ORCA input format:
```
! wB97M-V def2-TZVPD RIJCOSX def2/J DEFGRID3
* xyz -1 2
H -3.094 0.229 -1.982
H 1.708 0.527 0.260
N 0.672 -0.503 1.670
C 0.027 -1.098 0.539
C -2.086 0.357 -2.406
C -0.842 -0.197 -0.294
H 0.763 -1.478 -0.191
H 2.436 1.334 3.186
H -0.511 -1.999 0.860
C 1.653 0.464 1.347
H -2.094 0.042 -3.448
C 2.606 1.009 2.161
H -1.927 1.446 -2.392
H -0.024 -0.239 2.357
H 3.655 1.069 1.874
H -0.498 -1.184 -2.107
C -0.995 -0.335 -1.642
H -1.449 0.555 0.209
*
```

Results
- Frontier orbital gap (alpha / beta): 3.223 / 7.393 eV
- LUMO energy (alpha / beta): 0.1596 / 0.1543 Ha
- Relative energy (zero: lowest compared OMol25 entry of this formula, charge and spin): 173.62 kJ/mol
- Expectation value of S²: 0.76
- E_HOMO (alpha / beta): 1.12 / -3.19 eV

***

The following is a quantum chemistry calculation of a structure of composition C31H39CdN5O5SeSi, from the Open Molecules 2025 dataset.

The geometry in ORCA input format:
```
! wB97M-V def2-TZVPD RIJCOSX def2/J DEFGRID3
* xyz -2 1
C -1.676 4.541 2.680
H -4.993 -0.019 -1.839
H 1.609 -4.418 -2.603
H -2.661 -0.446 -1.193
C -0.842 5.300 1.657
C 0.509 6.765 3.166
H -0.953 -7.537 1.297
N 1.183 1.885 0.075
C -0.893 -6.625 0.714
C -2.488 -2.290 -2.288
H 2.111 1.130 -1.593
C 0.441 -2.659 -3.210
H -1.365 6.209 1.349
H 2.740 0.382 4.120
H -0.733 4.694 0.763
Si -0.722 -2.568 -1.699
H -2.019 5.192 3.490
H -0.142 -0.648 -3.870
H 1.886 -3.166 2.047
C -3.571 2.864 -1.212
N 2.346 -0.099 2.104
H 1.631 -3.333 0.426
C 1.724 4.115 0.737
H -5.016 -3.649 -4.135
H 2.490 -3.256 -3.613
Se -1.767 2.565 -1.048
H -0.764 -3.260 1.095
H 0.338 2.786 1.715
C -3.176 -1.162 -1.823
H 1.283 7.480 2.892
H -0.858 -7.645 -1.179
C 3.345 -0.968 2.079
O 4.322 -1.071 2.846
H 3.439 3.189 -2.028
C -3.180 -3.178 -3.123
H -1.025 -2.828 -4.818
H -2.545 4.107 2.182
H -6.188 -1.623 -3.310
C 2.110 0.699 3.290
C 1.027 2.929 0.890
C 1.750 -3.352 -2.806
C 2.755 3.147 -1.191
O -0.209 -1.479 -0.667
C 0.641 0.663 3.775
O -0.264 0.175 2.980
N 0.476 5.710 2.158
H 3.153 -1.510 -0.012
H 1.189 -0.674 -2.721
H -2.691 -4.077 -3.488
C -0.743 -4.251 -0.808
H 1.473 -1.166 -4.408
H 0.737 7.056 5.296
C -5.160 -1.812 -3.021
H 0.033 5.490 4.855
H -0.458 7.271 3.124
C 3.176 -2.010 0.962
C 2.027 1.994 -0.945
H -1.104 3.720 3.120
H -0.729 -5.591 -2.504
C 2.609 4.217 -0.326
C -0.842 -6.685 -0.675
C 0.774 6.238 4.571
H -0.906 -5.331 2.429
H 0.612 -3.343 -5.256
H 4.035 -2.679 0.990
N -4.718 3.043 -1.316
C -4.499 -0.918 -2.189
H 2.339 1.759 3.118
O 2.731 5.709 2.147
C -0.868 -5.389 1.347
Cd 0.467 -0.371 0.987
C -4.501 -2.947 -3.487
N 1.881 -2.680 1.158
C 1.673 5.232 1.743
C -0.792 -4.222 0.593
H 1.762 5.779 4.615
H 3.194 5.121 -0.441
C 0.757 -1.199 -3.574
O 0.412 1.125 4.890
C -0.138 -3.347 -4.451
H -0.415 -4.392 -4.275
H 2.187 -2.898 -1.909
C -0.768 -5.511 -1.421
*
```

Results
- Frontier orbital gap: 6.500 eV
- LUMO energy: 0.1532 Ha
- Relative energy (zero: lowest compared OMol25 entry of this formula, charge and spin): 0.00 kJ/mol
- E_HOMO: -2.33 eV

***

The following is a quantum chemistry calculation of the molecule C12H24N2O4, from the Open Molecules 2025 dataset.

The geometry in ORCA input format:
```
! wB97M-V def2-TZVPD RIJCOSX def2/J DEFGRID3
* xyz 0 1
H -1.308 3.766 -1.110
H -4.477 0.244 -0.443
C 1.084 2.119 0.327
H 0.624 -0.543 -1.828
H 2.748 -3.003 0.143
O 2.421 1.211 -1.454
H 3.628 -1.368 1.915
H 2.825 1.152 1.649
H -2.070 1.334 -1.400
C 4.257 0.112 0.475
H 4.492 0.165 -0.591
H 0.404 -2.988 -0.020
N 3.149 1.003 0.701
H -0.724 -1.683 -1.972
H -1.096 3.406 0.624
H 4.811 -1.948 0.727
H 0.932 -2.226 -2.257
C -4.114 -0.317 0.431
O -2.702 -0.330 0.459
O 1.561 -1.350 0.459
C 0.308 -1.569 -1.655
H 5.118 0.461 1.052
H -1.054 0.691 0.909
C -2.197 1.897 -0.472
H -4.217 -2.236 -0.527
C 0.419 -1.897 -0.166
C 3.922 -1.331 0.864
H -4.250 -2.304 1.234
C -1.112 2.975 -0.380
C 2.297 1.382 -0.252
H -0.428 -1.464 0.370
H -5.690 -1.778 0.344
H 0.435 2.111 -1.558
H -2.536 1.379 1.608
N 0.197 2.427 -0.625
C -4.604 -1.755 0.366
H -3.176 2.378 -0.492
H -4.498 0.178 1.337
H 2.956 -1.680 -1.036
O 0.983 2.368 1.515
C -2.103 0.919 0.708
C 2.783 -1.907 0.024
*
```

Results
- Frontier orbital gap: 10.265 eV
- LUMO energy: 0.0333 Ha
- Relative energy (zero: lowest compared OMol25 entry of this formula, charge and spin): 132.80 kJ/mol
- E_HOMO: -9.36 eV

***

The following is a quantum chemistry calculation of the molecule C8H16N2O5 in a non-equilibrium geometry, from the Open Molecules 2025 dataset.

The geometry in ORCA input format:
```
! wB97M-V def2-TZVPD RIJCOSX def2/J DEFGRID3
* xyz 0 1
C 2.166 2.616 -0.029
C -1.496 -0.106 0.578
N -1.983 -0.254 -0.791
H -2.990 -2.519 0.637
H -3.375 -0.125 1.491
C 0.005 -0.543 0.833
N 0.997 -0.060 0.087
H 2.424 1.982 -2.106
C -2.421 -0.642 1.675
C -2.644 -2.185 1.569
O -2.002 -0.220 2.942
C 2.283 1.546 -1.109
H -1.763 -2.721 1.867
H -1.112 -0.649 3.186
H -1.261 -0.764 -1.285
O 0.966 -1.532 -2.196
O 0.830 0.265 -3.452
H 0.104 1.214 -1.272
H 4.118 1.046 -0.623
H 3.047 3.238 0.077
O 0.270 -1.255 1.805
H -1.470 0.935 0.805
H -2.782 -0.876 -0.764
H 0.951 -1.954 -3.095
C 1.005 -0.234 -2.353
H 1.337 3.283 -0.176
C 1.008 0.689 -1.153
H -3.398 -2.510 2.307
H 1.943 -0.429 0.338
H 1.943 2.163 0.975
O 3.300 0.600 -0.767
*
```

Results
- Frontier orbital gap: 9.805 eV
- LUMO energy: 0.0160 Ha
- Relative energy (zero: lowest compared OMol25 entry of this formula, charge and spin): 100.57 kJ/mol
- E_HOMO: -9.37 eV

***

Copy entry 7 word for word.
The following is a quantum chemistry calculation of the molecule C12H24N2O4, from the Open Molecules 2025 dataset.

The geometry in ORCA input format:
```
! wB97M-V def2-TZVPD RIJCOSX def2/J DEFGRID3
* xyz 0 1
H -1.308 3.766 -1.110
H -4.477 0.244 -0.443
C 1.084 2.119 0.327
H 0.624 -0.543 -1.828
H 2.748 -3.003 0.143
O 2.421 1.211 -1.454
H 3.628 -1.368 1.915
H 2.825 1.152 1.649
H -2.070 1.334 -1.400
C 4.257 0.112 0.475
H 4.492 0.165 -0.591
H 0.404 -2.988 -0.020
N 3.149 1.003 0.701
H -0.724 -1.683 -1.972
H -1.096 3.406 0.624
H 4.811 -1.948 0.727
H 0.932 -2.226 -2.257
C -4.114 -0.317 0.431
O -2.702 -0.330 0.459
O 1.561 -1.350 0.459
C 0.308 -1.569 -1.655
H 5.118 0.461 1.052
H -1.054 0.691 0.909
C -2.197 1.897 -0.472
H -4.217 -2.236 -0.527
C 0.419 -1.897 -0.166
C 3.922 -1.331 0.864
H -4.250 -2.304 1.234
C -1.112 2.975 -0.380
C 2.297 1.382 -0.252
H -0.428 -1.464 0.370
H -5.690 -1.778 0.344
H 0.435 2.111 -1.558
H -2.536 1.379 1.608
N 0.197 2.427 -0.625
C -4.604 -1.755 0.366
H -3.176 2.378 -0.492
H -4.498 0.178 1.337
H 2.956 -1.680 -1.036
O 0.983 2.368 1.515
C -2.103 0.919 0.708
C 2.783 -1.907 0.024
*
```

Results
- Frontier orbital gap: 10.265 eV
- LUMO energy: 0.0333 Ha
- Relative energy (zero: lowest compared OMol25 entry of this formula, charge and spin): 132.80 kJ/mol
- E_HOMO: -9.36 eV